{"formula": "C4H5BrCl2", "method": "wB97M-V/def2-TZVPD", "charge": 0, "relative_energy_kcal_mol": 82.56, "homo_ha": -0.377, "e_tot_ha": -3649.64043, "e_lumo_ev": -0.9, "species": ["C", "C", "C", "C", "Cl", "Cl", "Br", "H", "H", "H", "H", "H"], "positions_angstrom": [[-1.40857, 0.77454, -2.19240], [-0.15375, 0.62541, -1.95810], [0.44128, -1.09458, 1.23935], [0.85917, 0.25715, 0.83736], [-1.29254, -1.25652, 1.01274], [0.10505, 1.42829, 2.06731], [2.83347, 0.41102, 1.00718], [-1.87690, 1.69440, -2.44401], [-1.99766, -0.14476, -2.03385], [0.81816, 0.66544, -0.26973], [0.84068, -1.83058, 0.50498], [0.83161, -1.52980, 2.22917]], "forces_ev_per_angstrom": [[0.26, -1.01, 0.37], [-0.26, 0.15, -0.61], [1.18, -2.78, -0.54], [1.47, 2.82, 0.01], [-0.83, -0.18, 0.33], [0.49, -0.45, -1.14], [-0.26, -0.26, 0.21], [-0.38, 0.64, -0.27], [0.14, 0.35, -0.06], [-0.94, -1.30, 2.55], [0.04, 0.64, 0.31], [-0.91, 1.39, -1.15]]}